{
  "formula": "C24H34BN6",
  "method": "ωB97M-V/def2-TZVPD",
  "de_lowest_ev": 5.7139,
  "total_charge": -1,
  "energy_ev": -35039.1859,
  "orbital_gap_ha": 0.2837,
  "e_homo_ha": -0.18203,
  "largest_force_ev_per_a": 16.70,
  "species": ["B", "H", "H", "H", "H", "N", "C", "C", "C", "C", "H", "H", "H", "H", "H", "N", "C", "C", "C", "C", "H", "H", "H", "H", "H", "N", "C", "C", "C", "C", "H", "H", "H", "H", "H", "N", "C", "C", "C", "C", "H", "H", "H", "H", "H", "N", "C", "C", "C", "C", "H", "H", "H", "H", "H", "N", "C", "C", "C", "C", "H", "H", "H", "H", "H"],
  "xyz": [[-11.87965, 18.89690, 19.85482], [-11.01299, 19.59034, 19.41668], [-11.38029, 18.26001, 20.65950], [-12.60779, 19.50896, 20.46289], [-12.56148, 18.41894, 19.01025], [-13.31978, 24.56770, 19.78911], [-13.35538, 23.31186, 20.11110], [-13.69035, 23.24580, 21.64863], [-13.94003, 24.70167, 22.11205], [-13.74743, 25.50681, 20.79190], [-13.06468, 25.04049, 18.86068], [-13.03894, 22.27305, 19.52303], [-13.49904, 22.36506, 22.32076], [-14.08651, 25.09873, 22.92679], [-13.59838, 26.63729, 20.78505], [-12.91967, 14.37431, 16.89418], [-12.21232, 14.07162, 15.60990], [-11.56914, 15.42255, 15.30958], [-11.93132, 16.45081, 16.31318], [-12.79007, 15.65310, 17.37436], [-13.49535, 13.71600, 17.65517], [-12.22360, 13.04436, 15.02099], [-11.13695, 15.52831, 14.47605], [-11.72173, 17.55614, 16.40915], [-13.09077, 16.09200, 18.34020], [-11.83841, 18.79641, 23.49479], [-12.29826, 17.87462, 24.30792], [-11.68780, 18.09228, 25.69975], [-10.82448, 19.27952, 25.56199], [-10.78561, 19.55164, 24.07740], [-11.83999, 18.60362, 22.38392], [-12.86377, 17.13395, 23.93970], [-11.89203, 17.63367, 26.70016], [-10.10546, 19.66288, 26.18563], [-10.15648, 20.20633, 23.43787], [-14.82601, 20.24694, 17.83518], [-15.28631, 19.18306, 17.00545], [-16.54359, 19.82358, 16.37935], [-16.56787, 21.28311, 16.73782], [-15.39853, 21.48615, 17.72428], [-13.98023, 20.10087, 18.53939], [-14.70762, 18.41352, 16.95608], [-17.20424, 19.30264, 15.72569], [-17.37430, 21.98620, 16.24124], [-15.02241, 22.20829, 18.21528], [-6.55828, 16.92815, 20.54976], [-7.75485, 17.70280, 20.75377], [-7.59850, 18.37940, 22.18273], [-6.13658, 17.89746, 22.74251], [-5.59014, 17.02149, 21.52120], [-6.24577, 16.44351, 19.72500], [-8.68750, 17.68496, 20.03821], [-8.17511, 19.20361, 22.61924], [-5.77405, 18.15015, 23.66439], [-4.45485, 16.69799, 21.58746], [-14.05680, 16.45277, 21.32053], [-13.51296, 15.53760, 22.20753], [-14.71728, 14.88853, 22.88949], [-15.93129, 15.57383, 22.41875], [-15.45030, 16.61030, 21.42205], [-13.28718, 17.13152, 20.95344], [-12.58097, 15.44262, 22.30978], [-14.86232, 14.21818, 23.58684], [-16.94056, 15.26146, 22.94883], [-15.90997, 17.33682, 20.70751]],
  "forces_ev_per_a": [[0.28, 0.63, -1.32], [0.35, 0.39, -0.40], [0.90, -2.06, 1.20], [-1.70, 1.87, 1.32], [-0.18, -0.97, -0.68], [-0.51, 5.86, -1.42], [0.03, -5.28, 5.37], [0.68, 3.45, -2.17], [3.27, -5.78, -15.33], [0.52, -2.77, 3.92], [-0.59, -1.74, 1.78], [-0.78, 3.52, 1.31], [-0.62, 0.96, -1.10], [-1.66, 3.68, 8.40], [-0.23, -1.97, -0.69], [-0.99, -1.83, 1.71], [0.22, 3.59, 1.76], [-6.18, -2.72, 8.27], [-2.01, -4.14, 1.78], [3.50, 2.25, -4.71], [2.28, 1.75, -3.39], [-0.14, 2.60, 1.77], [3.56, 1.12, -6.20], [-0.07, -1.72, -0.27], [-0.14, -0.85, -0.65], [3.53, 0.74, -3.29], [2.80, 1.98, 6.57], [-0.57, 1.67, -2.76], [-2.06, -2.81, -6.47], [-1.68, -0.44, 2.73], [-0.11, 0.99, 3.01], [-2.24, -2.45, -0.79], [-0.08, 0.17, -1.47], [1.23, 0.83, 1.64], [-0.84, -0.42, 0.78], [2.37, -0.98, 0.72], [-6.85, 10.10, 0.80], [4.55, 1.20, 2.35], [1.56, -1.86, 0.93], [-6.05, -7.63, -6.72], [-2.17, 0.15, -2.07], [2.78, -5.07, -0.43], [-0.29, -0.06, -0.39], [2.07, -1.30, 1.58], [2.16, 5.28, 3.37], [-0.04, 1.35, 1.22], [0.98, 1.22, 3.97], [4.47, -3.70, -3.38], [-4.67, -1.97, -9.42], [-0.52, 3.23, 5.80], [-0.84, 0.11, -0.37], [2.30, 0.00, 1.58], [-0.05, -0.87, -0.32], [1.24, 0.43, 1.92], [-2.93, 0.20, -1.00], [1.40, 0.68, 1.21], [-12.47, -0.91, 0.37], [1.43, 6.64, -5.94], [2.34, 0.91, -0.83], [0.17, -2.16, 1.36], [-2.39, -0.95, 0.02], [7.19, -0.92, 0.75], [0.31, -3.54, 3.48], [2.01, 1.23, -1.86], [0.19, -0.90, 1.10]],
  "mulliken_charge": [1.17, -0.27, -0.57, -0.29, -0.66, -0.12, -0.32, -0.44, -0.63, -0.46, 0.29, 0.35, 0.39, 0.64, 0.27, -0.16, -0.44, -0.68, -0.45, -0.20, 0.32, 0.27, 0.60, 0.34, 0.34, 0.15, -0.50, -0.56, -0.85, -0.33, 0.19, 0.54, 0.32, 0.42, 0.51, 0.14, -0.38, -0.50, -0.58, -0.18, 0.16, 0.39, 0.41, 0.23, 0.21, -0.03, -0.44, -0.15, -0.64, -0.35, 0.23, 0.35, 0.30, 0.45, 0.26, 0.26, -1.15, -0.57, -0.43, -0.43, 0.18, 0.93, 0.52, 0.24, 0.40]
}